Entry P
Formula: C4H12
Source: the Open Molecules 2025 dataset
Level of theory: the ωB97M-V functional and the def2-TZVPD basis

Geometry as ORCA input:
```
! wB97M-V def2-TZVPD RIJCOSX def2/J DEFGRID3
* xyz 0 1
C -1.96544 -0.24793 0.51023
C -1.77099 -1.52161 1.33343
H -2.92085 -0.19430 -0.01545
H -2.00270 0.64900 1.13683
H -1.17468 -0.11307 -0.21546
H -1.75435 -1.36039 2.41082
H -0.82277 -2.00356 1.08302
H -2.54703 -2.25860 1.12311
C 1.15888 1.14184 -1.07597
C 2.53914 0.57074 -0.74794
H 0.48240 0.36354 -1.41803
H 0.71219 1.67535 -0.23687
H 1.29529 1.89077 -1.85328
H 3.25041 1.39522 -0.65126
H 2.91580 -0.02114 -1.58114
H 2.60469 0.03412 0.19796
*
```

Calculated values
Frontier orbital gap, eV: 12.819
E_HOMO, eV: -11.676

=====

Entry Q
Formula: C4H12
Source: the Open Molecules 2025 dataset
Level of theory: the ωB97M-V functional and the def2-TZVPD basis

Geometry as ORCA input:
```
! wB97M-V def2-TZVPD RIJCOSX def2/J DEFGRID3
* xyz 0 1
C -0.62421 2.57921 1.48121
C 0.53173 1.64058 1.06826
H -1.63833 2.20424 1.21291
H -0.53980 2.69682 2.56145
H -0.64840 3.49096 0.86995
H 1.44629 1.85877 1.58533
H 0.51855 1.70543 -0.05296
H 0.35178 0.56026 1.05036
C -0.58595 -1.93107 -1.53651
C 0.74994 -2.28803 -0.90475
H -0.46030 -1.58252 -2.58110
H -1.42262 -2.63164 -1.40579
H -0.90994 -0.98372 -1.06585
H 0.97408 -3.26346 -1.35715
H 1.55557 -1.59343 -1.12236
H 0.70163 -2.46240 0.19699
*
```

Calculated values
Frontier orbital gap, eV: 12.265
E_HOMO, eV: -11.197

=====

Going by the computed energies, the most stable comes first: entry P, entry Q.

=====

Entry P
Formula: C4H12
Source: the Open Molecules 2025 dataset
Level of theory: the ωB97M-V functional and the def2-TZVPD basis

Geometry as ORCA input:
```
! wB97M-V def2-TZVPD RIJCOSX def2/J DEFGRID3
* xyz 0 1
C -0.25308 1.66921 -1.53199
C -1.45170 1.84330 -0.60309
H 0.64091 1.54675 -0.91464
H -0.35275 0.78653 -2.16290
H -0.05646 2.51005 -2.19524
H -1.55916 0.97372 0.04844
H -1.42244 2.73597 0.01542
H -2.38374 1.86082 -1.17664
C 1.27630 -1.17772 1.31968
C 0.41798 -2.33434 0.82511
H 0.86536 -0.60236 2.14955
H 2.29550 -1.48151 1.56270
H 1.40535 -0.46072 0.50305
H -0.65255 -2.11877 0.80988
H 0.48548 -3.23383 1.43648
H 0.74530 -2.54031 -0.19255
*
```

Calculated values
Frontier orbital gap, eV: 12.838
E_HOMO, eV: -11.703

=====

Entry Q
Formula: C4H12
Source: the Open Molecules 2025 dataset
Level of theory: the ωB97M-V functional and the def2-TZVPD basis

Geometry as ORCA input:
```
! wB97M-V def2-TZVPD RIJCOSX def2/J DEFGRID3
* xyz 0 1
C -2.65062 -0.97800 0.26170
C -1.62810 -0.83142 -0.90181
H -2.40384 -0.27930 1.06259
H -3.63195 -0.75592 -0.12286
H -2.62555 -1.95779 0.73517
H -1.83709 0.11210 -1.40694
H -0.66931 -0.68979 -0.42976
H -1.67232 -1.71527 -1.52813
C 1.51973 0.74398 -0.12118
C 2.72987 1.02802 0.76313
H 0.56095 0.88877 0.38025
H 1.41860 1.38620 -1.00082
H 1.65812 -0.25900 -0.52645
H 3.59754 0.82855 0.12496
H 2.80665 0.40566 1.64964
H 2.82733 2.07322 1.06052
*
```

Calculated values
Frontier orbital gap, eV: 12.674
E_HOMO, eV: -11.550

=====

Entry R
Formula: C4H12
Source: the Open Molecules 2025 dataset
Level of theory: the ωB97M-V functional and the def2-TZVPD basis

Geometry as ORCA input:
```
! wB97M-V def2-TZVPD RIJCOSX def2/J DEFGRID3
* xyz 0 1
C 2.40964 0.01216 -0.44685
C 1.31959 1.06830 -0.17429
H 3.10051 -0.02789 0.39606
H 1.95228 -0.97814 -0.65342
H 2.95586 0.38636 -1.30332
H 1.15235 1.86205 -0.93334
H 1.63813 1.71406 0.66707
H 0.30368 0.79549 0.03101
C -2.17659 -0.65322 -0.42824
C -1.55676 -0.47296 1.01802
H -2.92837 0.10173 -0.57228
H -1.33933 -0.76040 -1.11149
H -2.63018 -1.64739 -0.38963
H -0.48467 -0.37826 1.05179
H -1.84421 -1.26530 1.70599
H -1.88154 0.49925 1.41884
*
```

Calculated values
Frontier orbital gap, eV: 12.575
E_HOMO, eV: -11.421

=====

Entry S
Formula: C4H12
Source: the Open Molecules 2025 dataset
Level of theory: the ωB97M-V functional and the def2-TZVPD basis

Geometry as ORCA input:
```
! wB97M-V def2-TZVPD RIJCOSX def2/J DEFGRID3
* xyz 0 1
C -1.64277 -1.45424 -0.09997
C -2.34453 -0.15868 0.47624
H -0.82265 -1.82841 0.55325
H -2.16398 -2.47002 -0.11327
H -1.27324 -1.26015 -1.10776
H -3.39304 -0.04222 0.45151
H -2.02961 0.00452 1.48920
H -2.11007 0.66261 -0.19440
C 2.70517 1.04699 -0.09324
C 1.24243 0.58762 -0.35460
H 3.10920 0.46093 0.87890
H 3.53135 1.10770 -0.77120
H 2.66394 2.06609 0.10217
H 0.49772 1.36721 -0.22112
H 1.04052 -0.05603 0.51872
H 1.18810 -0.14240 -1.15649
*
```

Calculated values
Frontier orbital gap, eV: 12.345
E_HOMO, eV: -11.221

=====

Going by the computed energies, the most stable comes first: entry P, entry Q, entry R, entry S.

=====

Entry P
Formula: C4H12
Source: the Open Molecules 2025 dataset
Level of theory: the ωB97M-V functional and the def2-TZVPD basis

Geometry as ORCA input:
```
! wB97M-V def2-TZVPD RIJCOSX def2/J DEFGRID3
* xyz 0 1
C -1.14860 -1.22513 -1.27875
C -0.89952 -0.50196 -2.60878
H -1.23009 -2.29933 -1.46477
H -0.32777 -1.10279 -0.57710
H -2.08081 -0.88375 -0.83157
H -0.59136 0.52892 -2.43365
H -1.82024 -0.48254 -3.19146
H -0.14478 -1.01488 -3.20281
C 0.74310 0.33666 1.49600
C 1.32566 1.41467 2.42169
H 1.30396 0.26469 0.56425
H 0.75619 -0.65880 1.94194
H -0.29394 0.52540 1.22186
H 0.58431 2.16878 2.68394
H 2.12677 1.94850 1.91216
H 1.69710 0.98155 3.34705
*
```

Calculated values
Frontier orbital gap, eV: 12.920
E_HOMO, eV: -11.809

=====

Entry Q
Formula: C4H12
Source: the Open Molecules 2025 dataset
Level of theory: the ωB97M-V functional and the def2-TZVPD basis

Geometry as ORCA input:
```
! wB97M-V def2-TZVPD RIJCOSX def2/J DEFGRID3
* xyz 0 1
C 1.41394 1.81038 -1.68106
C 2.13060 0.48858 -1.84257
H 0.80838 2.11978 -2.52878
H 0.68552 1.65380 -0.87359
H 2.08579 2.60513 -1.36301
H 2.62407 0.18117 -0.91881
H 3.03158 0.55283 -2.47127
H 1.42420 -0.19333 -2.31191
C -1.04718 -1.00232 1.57195
C -2.41893 -1.45547 1.97623
H -0.57677 -0.43667 2.36859
H -0.40323 -1.75881 1.12170
H -1.11666 -0.33955 0.69424
H -2.92149 -2.26266 1.46066
H -2.62624 -1.37096 3.04454
H -3.09360 -0.59189 1.75308
*
```

Calculated values
Frontier orbital gap, eV: 12.045
E_HOMO, eV: -10.956

=====

Entry R
Formula: C4H12
Source: the Open Molecules 2025 dataset
Level of theory: the ωB97M-V functional and the def2-TZVPD basis

Geometry as ORCA input:
```
! wB97M-V def2-TZVPD RIJCOSX def2/J DEFGRID3
* xyz 0 1
C 2.10615 1.63905 -0.42177
C 1.41842 0.74217 0.60398
H 2.18060 1.28880 -1.45440
H 1.62897 2.60888 -0.47875
H 3.13902 1.78244 -0.11200
H 1.59957 1.23589 1.56626
H 1.71563 -0.30985 0.59984
H 0.32992 0.77148 0.51533
C -2.09622 -1.04154 -0.76991
C -1.43282 -1.37442 0.56033
H -2.39967 -2.03499 -1.10508
H -2.99300 -0.42737 -0.63021
H -1.44987 -0.55826 -1.49837
H -0.91582 -0.51084 0.98589
H -0.75006 -2.21444 0.64528
H -2.19043 -1.41854 1.37698
*
```

Calculated values
Frontier orbital gap, eV: 12.322
E_HOMO, eV: -11.176

=====

Entry S
Formula: C4H12
Source: the Open Molecules 2025 dataset
Level of theory: the ωB97M-V functional and the def2-TZVPD basis

Geometry as ORCA input:
```
! wB97M-V def2-TZVPD RIJCOSX def2/J DEFGRID3
* xyz 0 1
C -0.99429 1.40303 -1.16748
C -2.33671 1.35445 -0.42835
H -0.15354 1.53393 -0.45574
H -0.93239 0.60008 -1.88156
H -0.81057 2.40743 -1.58635
H -2.77221 0.35906 -0.40461
H -2.16920 1.62271 0.61314
H -3.11922 1.88928 -0.97658
C 1.83340 -0.81772 1.19457
C 1.56058 -1.97195 0.24801
H 1.88629 -1.08147 2.27431
H 2.60832 -0.11709 0.88813
H 0.99159 -0.13373 1.42023
H 0.59625 -2.47095 0.42012
H 2.18498 -2.79024 0.65133
H 1.62673 -1.78683 -0.80917
*
```

Calculated values
Frontier orbital gap, eV: 12.128
E_HOMO, eV: -11.005

=====

Going by the computed energies, the most stable comes first: entry P, entry R, entry Q, entry S.

=====

Entry P
Formula: C4H12
Source: the Open Molecules 2025 dataset
Level of theory: the ωB97M-V functional and the def2-TZVPD basis

Geometry as ORCA input:
```
! wB97M-V def2-TZVPD RIJCOSX def2/J DEFGRID3
* xyz 0 1
C -1.59861 0.14785 0.99918
C -2.25220 1.20270 0.09946
H -2.40014 -0.49424 1.39210
H -0.78488 -0.38940 0.52523
H -1.17127 0.52377 1.93600
H -1.52970 1.99335 -0.11397
H -3.05187 1.72701 0.61784
H -2.60265 0.73437 -0.81115
C 2.18011 -0.50073 0.11582
C 1.66434 -0.90633 -1.27345
H 3.15734 -0.96482 0.21772
H 2.28365 0.58283 0.18750
H 1.52587 -0.74366 0.95047
H 2.24938 -0.39665 -2.02815
H 0.63867 -0.54020 -1.35848
H 1.69196 -1.97583 -1.45610
*
```

Calculated values
Frontier orbital gap, eV: 12.873
E_HOMO, eV: -11.715

=====

Entry Q
Formula: C4H12
Source: the Open Molecules 2025 dataset
Level of theory: the ωB97M-V functional and the def2-TZVPD basis

Geometry as ORCA input:
```
! wB97M-V def2-TZVPD RIJCOSX def2/J DEFGRID3
* xyz 0 1
C 0.73185 0.29005 1.34446
C 1.31611 0.26306 2.74750
H 1.43890 0.88040 0.73046
H 0.55617 -0.83905 1.06536
H -0.26501 0.65582 1.41373
H 0.52976 -0.13784 3.35795
H 1.64800 1.31398 3.00335
H 2.13729 -0.47908 2.78353
C -0.50267 0.39923 -2.11698
C -1.49598 -0.82694 -1.91455
H -0.23299 0.75882 -1.10271
H 0.37021 0.13494 -2.78032
H -1.12550 1.07297 -2.80010
H -2.22721 -0.36962 -1.36708
H -1.74066 -1.40550 -2.92916
H -1.13825 -1.71123 -1.43545
*
```

Calculated values
Frontier orbital gap, eV: 12.400
E_HOMO, eV: -11.328

=====

Entry R
Formula: C4H12
Source: the Open Molecules 2025 dataset
Level of theory: the ωB97M-V functional and the def2-TZVPD basis

Geometry as ORCA input:
```
! wB97M-V def2-TZVPD RIJCOSX def2/J DEFGRID3
* xyz 0 1
C -0.72488 -0.53642 1.64171
C -0.93745 0.67035 2.54689
H 0.16640 -0.47853 1.01777
H -0.74889 -1.52225 2.12587
H -1.54705 -0.50062 0.90460
H -1.93965 0.79573 2.90270
H -0.58851 1.59716 2.07236
H -0.11551 0.60251 3.33936
C 1.07549 0.42426 -1.61870
C 0.56734 -0.63221 -2.60595
H 1.69663 0.10281 -0.78951
H 1.65195 1.23556 -2.06000
H 0.22552 0.77098 -1.01656
H -0.47582 -0.33330 -2.76886
H 0.69417 -1.59162 -2.11595
H 1.00026 -0.60442 -3.57573
*
```

Calculated values
Frontier orbital gap, eV: 12.524
E_HOMO, eV: -11.410

=====

Entry S
Formula: C4H12
Source: the Open Molecules 2025 dataset
Level of theory: the ωB97M-V functional and the def2-TZVPD basis

Geometry as ORCA input:
```
! wB97M-V def2-TZVPD RIJCOSX def2/J DEFGRID3
* xyz 0 1
C 0.95361 1.74254 -0.48420
C -0.56244 1.64309 -0.66507
H 1.45348 1.11012 -1.21914
H 1.20364 2.77653 -0.65868
H 1.05021 1.63763 0.58945
H -0.98655 1.52586 -1.68904
H -0.99575 0.93332 -0.03839
H -0.99220 2.59466 -0.35589
C -0.10718 -2.24294 1.15151
C -0.09143 -1.25427 0.02684
H -0.88171 -2.97887 0.97936
H 0.73617 -2.92392 1.21514
H -0.45458 -1.76451 2.11176
H -0.83879 -0.48943 0.11373
H 0.89998 -0.71406 -0.10738
H -0.38647 -1.59575 -0.97000
*
```

Calculated values
Frontier orbital gap, eV: 12.218
E_HOMO, eV: -11.037

=====

Going by the computed energies, the most stable comes first: entry P, entry R, entry S, entry Q.

=====

Entry P
Formula: C4H12NO2
Source: the Open Molecules 2025 dataset
Level of theory: the ωB97M-V functional and the def2-TZVPD basis

Geometry as ORCA input:
```
! wB97M-V def2-TZVPD RIJCOSX def2/J DEFGRID3
* xyz -1 1
C 0.49456 -0.58987 -1.43748
C 1.65965 0.30435 -0.98328
N 1.81334 0.36498 0.45377
C 0.62408 0.82845 1.17361
C -0.11490 -0.40827 1.83117
O 0.66947 -1.51167 1.87632
H 0.43310 -0.81314 -2.50698
H -0.46475 -0.14399 -1.16080
H 0.56553 -1.53519 -0.90416
H 2.59192 -0.11136 -1.38404
H 1.55328 1.28259 -1.44942
H 1.84892 -0.61284 0.81358
H -0.08585 1.33698 0.49458
H 0.92129 1.58174 1.90472
H -0.44544 -0.08088 2.84267
H -1.03902 -0.57233 1.21573
H -3.90011 0.02901 -1.66600
H -3.17980 0.17512 -0.29504
O -3.94526 0.47632 -0.81898
*
```

Calculated values
Frontier orbital gap, eV: 6.222
E_HOMO, eV: -2.736

=====

Entry Q
Formula: C4H12NO2
Source: the Open Molecules 2025 dataset
Level of theory: the ωB97M-V functional and the def2-TZVPD basis

Geometry as ORCA input:
```
! wB97M-V def2-TZVPD RIJCOSX def2/J DEFGRID3
* xyz -1 1
C -0.63124 -0.16797 1.18564
O -1.24527 0.50479 0.07160
C 0.89760 -0.00225 0.96899
C 1.47197 -1.31870 0.50643
C 0.78097 -1.70497 -0.87390
N 0.39573 -0.76948 -1.95056
H -0.89954 -1.29287 1.29196
H -1.03031 0.22315 2.14740
H 1.54724 0.46993 1.75290
H 1.07657 0.80902 0.19778
H 1.26155 -2.20587 1.18237
H 2.56999 -1.46674 0.39976
H 1.30798 -2.64431 -1.22001
H -0.17789 -2.22085 -0.70285
H -0.33953 -0.15517 -1.61503
H 1.27323 -0.08647 -2.20435
H -1.59127 1.80230 0.14973
H -0.64660 2.80295 -0.12492
O -1.53439 3.05954 0.13792
*
```

Calculated values
Frontier orbital gap, eV: 7.991
E_HOMO, eV: -4.088

=====

Going by the computed energies, the most stable comes first: entry P, entry Q.